[1]
ORCA calculation (ωB97M-V/def2-TZVPD) on a molecular structure, C39H34HgN17OS2 at a distorted geometry.

As for the multiplicity: 2. The energy above the lowest of the compared OMol25 structures with the same formula, charge and spin is 58.9 kcal/mol. The gap between HOMO and LUMO (spin up / spin down) comes out at 0.172 / 0.193 Eh. The expectation value of S² is 0.774. For the molar mass, the calculation gives 1021.5 u. The net charge is -2.

CARTESIAN COORDINATES (ANGSTROEM)
1 N 0.512 1.183 2.168
2 H 4.976 -2.180 -0.679
3 C 5.681 1.119 -0.712
4 C -3.957 -2.343 1.690
5 C 2.010 2.638 0.448
6 H -3.189 -2.737 -1.933
7 N 1.243 0.861 -2.405
8 N 2.396 -0.318 2.196
9 C 4.170 3.048 -0.511
10 H -2.821 3.631 2.822
11 S 0.300 -2.266 -3.436
12 S 0.351 -0.946 0.596
13 C 3.519 -0.669 -0.648
14 H 4.355 -6.452 -0.406
15 H 2.931 -3.347 -3.759
16 H 6.919 -0.628 -0.773
17 C 2.887 -4.913 -0.737
18 C -5.555 1.596 6.523
19 H 4.334 -4.817 -2.320
20 H -1.075 -4.259 -3.180
21 N -2.146 0.894 -5.140
22 C 1.620 -4.513 -0.326
23 H 1.238 3.051 1.086
24 C -0.460 3.650 -1.450
25 C -3.405 -2.639 -0.875
26 H -6.206 0.931 7.084
27 C 2.119 1.286 0.333
28 H 2.694 -1.366 -0.645
29 N -1.138 2.778 -0.712
30 C 4.393 1.667 -0.614
31 H 1.260 -4.787 0.659
32 C -3.952 3.304 5.190
33 H -1.714 4.886 1.825
34 H 2.604 -1.223 1.794
35 H -4.369 4.582 6.852
36 H -0.096 3.297 -2.407
37 C -1.214 0.877 -4.198
38 N -3.226 0.342 -4.561
39 C -2.377 2.236 1.289
40 H 0.312 5.653 -1.645
41 C 5.913 -0.228 -0.731
42 H 0.229 1.643 -5.393
43 H -5.255 0.194 4.959
44 C -4.543 3.612 6.394
45 C -4.182 2.048 4.578
46 N 2.369 1.733 -4.092
47 N -1.685 0.337 -3.063
48 N -4.218 -3.528 1.161
49 H -0.056 -4.304 -4.659
50 H 1.073 1.777 2.773
51 N -5.349 2.794 7.084
52 C -1.615 3.196 0.473
53 H -1.532 -3.293 -4.620
54 C 2.571 -3.703 -2.802
55 C 3.771 -5.730 0.168
56 C -3.616 1.682 3.306
57 H 6.520 1.809 -0.747
58 N 0.052 1.388 -4.437
59 C -3.203 0.074 1.528
60 N -2.971 0.017 -3.345
61 C 3.165 0.788 -0.677
62 H 4.469 -5.077 0.697
63 C -3.726 0.380 2.764
64 N 2.524 1.062 -2.098
65 Hg -1.004 0.347 -0.960
66 C -0.705 -3.694 -4.034
67 N -2.522 0.988 0.779
68 H -4.173 -2.254 2.747
69 C -1.358 4.512 0.873
70 O 1.158 -1.902 -4.585
71 H -0.159 -3.416 -0.816
72 H -3.300 4.035 4.735
73 C 1.308 -3.333 -2.381
74 C -5.019 1.184 5.323
75 C 1.405 0.381 1.334
76 C 4.794 -1.109 -0.686
77 H 2.774 4.609 -0.051
78 C 0.821 -3.733 -1.149
79 C -3.426 -1.272 0.959
80 H 3.183 -6.266 0.913
81 N -0.684 5.385 0.143
82 H 5.009 3.720 -0.677
83 H -4.180 -4.636 -0.579
84 H 3.262 0.209 2.187
85 C -3.952 -3.671 -0.140
86 N -3.136 -1.460 -0.332
87 C 1.175 1.293 -3.654
88 N 3.195 1.569 -3.082
89 C 2.952 3.542 -0.119
90 H -4.243 -0.390 3.316
91 C 3.348 -4.511 -1.987
92 H 0.001 0.540 2.761
93 C -2.919 2.608 2.496
94 C -0.235 4.945 -1.036

Here are the Mulliken charges for atoms 1 to 5, given in e:
1. N -0.20
2. H 0.37
3. C -0.53
4. C -0.19
5. C -1.17


[2]
ORCA calculation (ωB97M-V/def2-TZVPD) on a molecular structure, C39H35AsF6GaN4O5S2.

As for the multiplicity: 2. The energy above the lowest of the compared OMol25 structures with the same formula, charge and spin is 4.5 kcal/mol. The gap between HOMO and LUMO (spin up / spin down) comes out at 0.270 / 0.249 Eh. The expectation value of S² is 0.793. For the molar mass, the calculation gives 962.5 u.

CARTESIAN COORDINATES (ANGSTROEM)
1 C 2.751 -4.606 2.394
2 H -2.457 -1.323 -2.942
3 C 2.969 -4.865 1.071
4 H 0.004 3.751 -0.791
5 C -4.011 -3.484 1.431
6 H 1.610 7.161 -0.109
7 H 2.302 -3.111 3.880
8 O -6.517 -5.901 0.763
9 H 3.833 5.826 -0.678
10 C -0.881 -0.375 -0.079
11 C 2.770 2.147 0.110
12 F 4.445 -0.258 0.504
13 C -2.770 -2.839 0.906
14 C -5.792 -5.237 1.446
15 H 0.975 5.912 0.991
16 C -3.876 -5.307 -0.143
17 C 0.925 6.315 -0.023
18 F 5.490 -1.862 -1.044
19 C -3.561 1.873 -2.721
20 H -2.297 5.914 1.793
21 N 0.473 2.907 -0.474
22 C 2.858 -3.820 0.132
23 H -0.551 -0.124 3.087
24 H -2.216 1.247 -0.548
25 F 7.600 -1.851 0.281
26 C -3.655 5.132 -1.202
27 S 1.952 -0.642 2.532
28 H -0.205 -1.059 -1.991
29 H 2.210 -0.769 -3.500
30 F 6.595 0.265 -0.574
31 C 3.553 4.809 -0.443
32 C 2.508 -2.527 0.560
33 H -5.361 -4.544 3.177
34 C -2.527 5.350 0.901
35 H -0.425 1.387 2.181
36 C -2.130 -3.636 -0.195
37 O 1.254 5.310 -0.980
38 H -4.107 1.422 -1.888
39 C -1.116 0.729 2.711
40 H -0.090 6.644 -0.236
41 H -4.307 5.513 -1.975
42 C 3.103 -4.011 -1.245
43 C 2.305 -2.264 1.940
44 H -2.582 1.406 -2.823
45 C 2.667 -1.691 -1.624
46 H 3.235 -5.854 0.727
47 O -2.184 0.282 1.882
48 C 2.431 -3.307 2.824
49 C -3.117 3.858 -1.394
50 S -0.611 -3.096 -0.874
51 C -3.361 5.876 -0.079
52 F 6.525 -0.213 1.829
53 H 3.375 -4.997 -1.595
54 C -2.696 -4.784 -0.676
55 H -4.516 -2.946 2.227
56 C 2.678 -0.519 -2.549
57 C -3.380 -1.323 -1.033
58 N 0.145 0.614 -0.106
59 C 1.848 3.111 -0.291
60 C -4.516 -4.637 0.933
61 O -6.100 -4.990 2.739
62 F 5.410 -2.358 1.355
63 C -2.260 3.335 -0.418
64 C -2.350 -1.283 -1.868
65 As 6.075 -1.073 0.400
66 H -1.586 1.269 3.528
67 C -1.912 -0.452 0.771
68 H 4.852 1.877 0.574
69 H 2.176 0.352 -2.127
70 H -4.130 1.716 -3.635
71 H 3.720 -0.248 -2.741
72 H -4.328 -6.201 -0.543
73 O -3.475 3.279 -2.570
74 C -0.973 -1.315 -1.263
75 C 4.099 2.574 0.251
76 C 4.489 3.874 -0.024
77 C -0.307 1.825 -0.350
78 H 3.221 -3.084 -3.162
79 N -1.630 2.070 -0.577
80 C 2.235 4.427 -0.560
81 N 2.390 -1.504 -0.349
82 H -4.405 -1.392 -1.368
83 Ga 2.217 0.302 0.516
84 C 3.007 -2.968 -2.111
85 C -1.996 4.089 0.726
86 C -3.070 -1.361 0.440
87 H -1.342 3.669 1.480
88 H 2.845 -5.396 3.125
89 H -2.053 -2.736 1.735
90 H -2.214 -5.290 -1.502
91 H -3.789 6.861 0.037
92 H -3.915 -1.000 1.028
93 H 5.527 4.153 0.080

Here are the Mulliken charges for atoms 1 to 5, given in e:
1. C -0.86
2. H 0.57
3. C -1.09
4. H 0.38
5. C -1.73


[3]
ORCA calculation (ωB97M-V/def2-TZVPD) on a molecular structure, C39H35BF3LiN7O4.

The energy above the lowest of the compared OMol25 structures with the same formula, charge and spin is 26.8 kcal/mol. The gap between HOMO and LUMO comes out at 0.178 Eh. For the molar mass, the calculation gives 740.5 u. The net charge is -1.

CARTESIAN COORDINATES (ANGSTROEM)
1 H -1.436 1.154 -1.500
2 C 0.680 0.534 6.571
3 C -0.215 3.118 0.840
4 N -0.014 0.605 7.492
5 C 2.638 -2.131 1.563
6 C 1.645 0.323 -3.222
7 H 3.719 -0.081 2.960
8 H 1.751 3.488 -4.405
9 H -3.860 -3.903 2.074
10 C -5.272 -2.934 -0.848
11 C 1.547 0.435 5.465
12 C -1.819 4.477 2.073
13 H 5.239 0.663 2.495
14 H -4.007 -0.686 4.465
15 C 1.073 0.226 4.174
16 H -1.858 -3.702 -1.694
17 H 1.420 -1.433 -4.426
18 C 0.848 3.061 -0.003
19 C 3.037 -1.189 0.434
20 C -1.166 -1.957 -0.644
21 C -3.124 -1.318 2.524
22 H -0.769 -2.501 0.207
23 C -3.837 -1.904 1.314
24 H -5.129 -4.820 0.160
25 H 1.871 -2.812 1.188
26 H 3.170 2.368 -1.776
27 H 2.606 -2.699 -1.032
28 C 1.684 3.923 -1.873
29 N -1.043 -0.633 -0.588
30 C -2.499 3.283 2.447
31 H -2.577 0.128 -3.479
32 O 3.433 1.161 0.606
33 H -5.246 -0.922 -1.608
34 C -4.169 -3.252 1.263
35 H 0.790 4.078 -2.494
36 N -2.126 -0.332 2.127
37 C 4.562 -0.162 2.279
38 C -0.702 4.406 1.314
39 C 2.940 0.493 5.676
40 H 4.303 -2.654 -0.518
41 O -3.717 0.871 3.151
42 C -1.545 0.078 -1.589
43 C 5.344 -0.046 -0.081
44 H -5.826 -3.334 -1.689
45 C 1.749 1.712 -3.184
46 C -4.882 -3.766 0.188
47 C -2.178 -0.486 -2.683
48 H -3.957 -0.026 0.282
49 C 1.664 2.408 -4.389
50 B 2.207 0.930 0.054
51 C -4.104 -0.483 3.397
52 C -1.767 -2.624 -1.693
53 N 4.083 0.526 5.849
54 F -3.855 -1.773 -4.494
55 Li -0.186 0.122 1.276
56 C 4.114 -0.088 0.829
57 H -5.142 -0.618 3.098
58 O 1.416 4.227 -0.529
59 N 1.423 1.925 -0.661
60 H -2.194 5.434 2.416
61 H -2.653 -2.115 3.102
62 O 1.883 -0.412 0.040
63 C -1.921 2.092 2.060
64 C 3.437 -2.042 -0.770
65 H -3.402 3.295 3.037
66 H 3.669 -1.433 -1.643
67 C -2.287 -1.867 -2.737
68 N -0.824 1.958 1.308
69 H 2.211 -1.583 2.395
70 C 1.479 -0.351 -4.422
71 H 5.051 0.166 -1.109
72 H 5.986 0.766 0.259
73 C 1.464 1.738 -5.588
74 H 5.912 -0.976 -0.049
75 N 0.698 0.037 3.093
76 F -1.997 -2.817 -4.870
77 H -0.143 5.287 1.033
78 C -4.945 -1.585 -0.805
79 H 3.493 -2.715 1.903
80 C -2.556 0.825 2.448
81 C 2.078 2.433 -1.887
82 F -3.489 -3.707 -3.583
83 C -4.229 -1.074 0.265
84 C 1.380 0.354 -5.612
85 H 1.681 -0.230 -2.294
86 C -2.912 -2.536 -3.912
87 H 1.248 -0.171 -6.550
88 H 2.486 4.578 -2.213
89 H 5.087 -1.099 2.466
90 H 1.381 2.299 -6.512

Here are the Mulliken charges for atoms 1 to 5, given in e:
1. H 0.25
2. C -0.02
3. C 0.11
4. N -0.63
5. C -1.97